Entry 1:
Formula: C2H4N4O3
Source: the Open Molecules 2025 dataset
Level of theory: ωB97M-V with the def2-TZVPD basis set

Geometry as ORCA input:
```
! RIJCOSX wB97M-V def2-TZVPD def2/J DEFGRID3
* xyz 0 1
C 1.965 0.662 0.019
C 1.048 -0.579 0.214
N 1.004 1.614 -0.502
N -0.149 1.224 -0.362
N -0.194 0.115 0.223
N -2.804 -0.445 -0.056
O -2.711 0.557 0.623
O -3.826 -1.028 -0.345
O -1.792 -1.015 -0.596
H 2.347 0.991 0.975
H 2.799 0.595 -0.832
H 1.189 -1.453 -0.514
H 1.123 -1.239 1.152
*
```

Calculated values
HOMO energy (alpha / beta): -10.795 / -10.271 eV
lowest unoccupied orbital energy (alpha / beta): -2.396 / -2.596 eV
relative energy (zero: lowest compared OMol25 entry of this formula, charge and spin): 604.7 kJ/mol
gap between HOMO and LUMO (alpha / beta): 8.40 / 7.67 eV
molar mass: 132.079 g mol⁻¹
total energy: -523.00687 Ha

Results of the Löwdin charge analysis, in e, for atoms 1 through 6: atom 1 (C): -0.169, atom 2 (C): -0.167, atom 3 (N): 0.037, atom 4 (N): -0.010, atom 5 (N): 0.023, atom 6 (N): -0.553

---

Entry 2:
Formula: C2H4N4S
Source: the Open Molecules 2025 dataset
Level of theory: ωB97M-V with the def2-TZVPD basis set

Geometry as ORCA input:
```
! RIJCOSX wB97M-V def2-TZVPD def2/J DEFGRID3
* xyz 0 1
C 1.371 -1.280 -0.047
C -0.335 -0.321 0.191
H 1.200 2.352 -0.762
H 1.037 2.316 0.919
H 2.051 -2.150 0.171
H -1.904 1.203 0.009
N 0.658 1.912 -0.013
N 0.666 0.631 0.080
N 1.935 -0.060 -0.132
N 0.122 -1.520 0.024
S -2.017 -0.053 -0.057
*
```

Calculated values
HOMO energy: -8.961 eV
lowest unoccupied orbital energy: 0.675 eV
relative energy (zero: lowest compared OMol25 entry of this formula, charge and spin): 262.9 kJ/mol
gap between HOMO and LUMO: 9.64 eV
molar mass: 116.149 g mol⁻¹
total energy: -695.73180 Ha

Results of the Löwdin charge analysis, in e, for atoms 1 through 6: atom 1 (C): -0.329, atom 2 (C): -0.710, atom 3 (H): 0.111, atom 4 (H): 0.146, atom 5 (H): 0.121, atom 6 (H): -0.194

---

Entry 3:
Formula: C2H4N4S
Source: the Open Molecules 2025 dataset
Level of theory: ωB97M-V with the def2-TZVPD basis set

Geometry as ORCA input:
```
! RIJCOSX wB97M-V def2-TZVPD def2/J DEFGRID3
* xyz 0 1
N 1.557 -1.015 0.083
N 0.248 -0.599 -0.038
C -0.559 -0.482 1.075
N -1.430 0.483 1.036
C -1.205 1.128 -0.192
S -2.070 2.318 -0.896
N -0.063 0.557 -0.747
H 1.830 -1.482 -0.715
H 2.113 -0.241 0.320
H -0.415 -1.148 1.886
H -0.007 0.482 -1.814
*
```

Calculated values
HOMO energy: -8.398 eV
lowest unoccupied orbital energy: 0.087 eV
relative energy (zero: lowest compared OMol25 entry of this formula, charge and spin): 191.7 kJ/mol
structure (SMILES): Nn1cnc(=S)[nH]1
gap between HOMO and LUMO: 8.48 eV
molar mass: 116.149 g mol⁻¹
total energy: -695.75889 Ha

Results of the Löwdin charge analysis, in e, for atoms 1 through 6: atom 1 (N): 0.108, atom 2 (N): -0.196, atom 3 (C): -0.119, atom 4 (N): 0.089, atom 5 (C): -0.947, atom 6 (S): 0.593

---

Entry 4:
Formula: C2H4N4S
Source: the Open Molecules 2025 dataset
Level of theory: ωB97M-V with the def2-TZVPD basis set

Geometry as ORCA input:
```
! RIJCOSX wB97M-V def2-TZVPD def2/J DEFGRID3
* xyz 0 3
C -0.982 0.421 -1.930
C -0.379 0.260 -0.667
N -1.599 -0.542 -2.505
N -2.040 -1.541 -2.794
N -0.182 -0.874 -0.019
N 0.354 -0.713 1.272
S -0.478 -2.436 -0.545
H -0.988 1.380 -2.417
H -0.043 1.143 -0.145
H 0.039 -1.495 1.842
H 1.371 -0.744 1.247
*
```

Calculated values
HOMO energy (alpha / beta): -5.644 / -8.839 eV
lowest unoccupied orbital energy (alpha / beta): 0.419 / -1.854 eV
⟨S²⟩: 2.018
relative energy (zero: lowest compared OMol25 entry of this formula, charge and spin): 62.0 kJ/mol
gap between HOMO and LUMO (alpha / beta): 6.06 / 6.99 eV
molar mass: 116.149 g mol⁻¹
total energy: -695.62206 Ha

Results of the Löwdin charge analysis, in e, for atoms 1 through 6: atom 1 (C): -0.162, atom 2 (C): -0.158, atom 3 (N): -0.177, atom 4 (N): 0.092, atom 5 (N): -0.648, atom 6 (N): 0.003

---

Entry 5:
Formula: C2H4N5
Source: the Open Molecules 2025 dataset
Level of theory: ωB97M-V with the def2-TZVPD basis set

Geometry as ORCA input:
```
! RIJCOSX wB97M-V def2-TZVPD def2/J DEFGRID3
* xyz 1 1
N -2.761 0.157 -1.216
N -1.802 -0.030 -0.647
C -0.714 -0.544 -0.086
N 0.368 -0.596 -1.291
N 1.315 0.031 -0.979
C 1.268 0.660 0.323
N -0.002 0.245 0.904
H -0.801 -1.675 0.075
H 1.980 0.282 0.960
H 1.198 1.687 0.244
H -0.049 -0.217 1.715
*
```

Calculated values
HOMO energy: -15.193 eV
lowest unoccupied orbital energy: -6.362 eV
relative energy (zero: lowest compared OMol25 entry of this formula, charge and spin): 178.5 kJ/mol
structure (SMILES): N#[N+][C@H]1N=NCN1
gap between HOMO and LUMO: 8.83 eV
molar mass: 98.089 g mol⁻¹
total energy: -351.97895 Ha

Results of the Löwdin charge analysis, in e, for atoms 1 through 6: atom 1 (N): 0.460, atom 2 (N): 0.129, atom 3 (C): -0.289, atom 4 (N): 0.131, atom 5 (N): 0.089, atom 6 (C): -0.116

---

Entry 6:
Formula: C2H4N6
Source: the Open Molecules 2025 dataset
Level of theory: ωB97M-V with the def2-TZVPD basis set

Geometry as ORCA input:
```
! RIJCOSX wB97M-V def2-TZVPD def2/J DEFGRID3
* xyz 0 1
H -0.235 -0.322 2.759
N 0.564 -0.518 1.998
C -0.030 -0.165 0.883
N -1.168 0.585 0.855
N -1.700 1.081 -0.166
N -1.171 0.698 -1.509
C 0.060 0.136 -1.459
N 0.600 -0.553 -0.385
N 2.076 -0.993 -0.375
H 0.660 0.302 -2.349
H 2.116 -1.715 0.268
H 2.869 -0.196 -0.145
*
```

Calculated values
HOMO energy: -9.559 eV
lowest unoccupied orbital energy: -0.771 eV
relative energy (zero: lowest compared OMol25 entry of this formula, charge and spin): 350.3 kJ/mol
structure (SMILES): [H]/N=c1\nnncn1N
gap between HOMO and LUMO: 8.79 eV
molar mass: 112.096 g mol⁻¹
total energy: -406.98349 Ha

Results of the Löwdin charge analysis, in e, for atoms 1 through 6: atom 1 (H): 0.107, atom 2 (N): 0.099, atom 3 (C): -0.456, atom 4 (N): 0.020, atom 5 (N): 0.032, atom 6 (N): 0.022

---

Entry 7:
Formula: C2H4NO2
Source: the Open Molecules 2025 dataset
Level of theory: ωB97M-V with the def2-TZVPD basis set

Geometry as ORCA input:
```
! RIJCOSX wB97M-V def2-TZVPD def2/J DEFGRID3
* xyz 1 1
C -0.588 0.114 0.950
C -0.695 0.217 -0.551
N 1.888 -0.155 -0.301
O 2.460 -0.970 -0.872
O 0.306 -0.600 0.047
H -0.197 1.036 1.348
H -1.222 -0.593 1.390
H -1.552 -0.259 -1.123
H -0.400 1.210 -0.888
*
```

Calculated values
HOMO energy: -17.336 eV
lowest unoccupied orbital energy: -7.236 eV
relative energy (zero: lowest compared OMol25 entry of this formula, charge and spin): 455.5 kJ/mol
gap between HOMO and LUMO: 10.10 eV
molar mass: 74.059 g mol⁻¹
total energy: -283.38267 Ha

Results of the Löwdin charge analysis, in e, for atoms 1 through 6: atom 1 (C): 0.036, atom 2 (C): -0.047, atom 3 (N): 0.272, atom 4 (O): 0.290, atom 5 (O): -0.115, atom 6 (H): 0.140

---

Entry 8:
Formula: C2H4NO2P
Source: the Open Molecules 2025 dataset
Level of theory: ωB97M-V with the def2-TZVPD basis set

Geometry as ORCA input:
```
! RIJCOSX wB97M-V def2-TZVPD def2/J DEFGRID3
* xyz 0 1
C -0.785 -0.614 0.065
C -0.524 0.794 -0.264
N 1.886 -0.633 -0.169
O 0.225 -1.432 -0.409
O 1.905 0.000 1.024
P 1.456 0.981 -0.265
H -0.649 -0.665 1.138
H -1.653 -1.054 -0.492
H -0.872 1.278 -1.148
H -0.988 1.344 0.521
*
```

Calculated values
HOMO energy (alpha / beta): -9.856 / -9.856 eV
lowest unoccupied orbital energy (alpha / beta): -0.028 / -0.028 eV
relative energy (zero: lowest compared OMol25 entry of this formula, charge and spin): 580.1 kJ/mol
gap between HOMO and LUMO (alpha / beta): 9.83 / 9.83 eV
molar mass: 105.033 g mol⁻¹
total energy: -625.01031 Ha

Results of the Löwdin charge analysis, in e, for atoms 1 through 6: atom 1 (C): -0.377, atom 2 (C): -0.300, atom 3 (N): -0.168, atom 4 (O): -0.185, atom 5 (O): -0.329, atom 6 (P): 0.984

---

Entry 9:
Formula: C2H4NO2P
Source: the Open Molecules 2025 dataset
Level of theory: ωB97M-V with the def2-TZVPD basis set

Geometry as ORCA input:
```
! RIJCOSX wB97M-V def2-TZVPD def2/J DEFGRID3
* xyz 0 3
C -0.687 -0.622 0.112
C -0.791 0.815 -0.329
N 1.621 -0.661 -0.364
O 0.434 -1.248 -0.479
O 1.934 -0.133 0.983
P 1.824 0.978 -0.181
H -0.338 -0.560 1.174
H -1.607 -1.300 -0.080
H -1.371 1.208 -1.293
H -1.019 1.522 0.456
*
```

Calculated values
HOMO energy (alpha / beta): -6.752 / -9.760 eV
lowest unoccupied orbital energy (alpha / beta): 0.542 / -2.009 eV
⟨S²⟩: 2.007
relative energy (zero: lowest compared OMol25 entry of this formula, charge and spin): 431.4 kJ/mol
gap between HOMO and LUMO (alpha / beta): 7.29 / 7.75 eV
molar mass: 105.033 g mol⁻¹
total energy: -624.91079 Ha

Results of the Löwdin charge analysis, in e, for atoms 1 through 6: atom 1 (C): -0.282, atom 2 (C): -0.090, atom 3 (N): -0.347, atom 4 (O): -0.186, atom 5 (O): -0.373, atom 6 (P): 0.872

---

Entry 10:
Formula: C2H4NO2S
Source: the Open Molecules 2025 dataset
Level of theory: ωB97M-V with the def2-TZVPD basis set

Geometry as ORCA input:
```
! RIJCOSX wB97M-V def2-TZVPD def2/J DEFGRID3
* xyz -1 1
C -0.175 -0.227 -0.078
C -0.363 0.455 1.509
N -1.127 -0.952 -0.511
O 0.442 1.144 -2.001
O 1.637 -1.063 -1.736
S 1.292 0.294 -1.119
H 0.407 -0.075 2.142
H -0.050 1.506 1.295
H -1.452 0.351 1.786
H -0.610 -1.433 -1.287
*
```

Calculated values
HOMO energy: -3.593 eV
lowest unoccupied orbital energy: 4.020 eV
relative energy (zero: lowest compared OMol25 entry of this formula, charge and spin): 164.1 kJ/mol
gap between HOMO and LUMO: 7.61 eV
molar mass: 106.126 g mol⁻¹
total energy: -682.02560 Ha

Results of the Löwdin charge analysis, in e, for atoms 1 through 6: atom 1 (C): -0.512, atom 2 (C): -0.089, atom 3 (N): 0.030, atom 4 (O): -0.582, atom 5 (O): -0.613, atom 6 (S): 0.610